Model a:
Formula: C6H5NO2
Source: the OMol25 dataset
Level of theory: ωB97M-V/def2-TZVPD

As for the SMILES: O=Nc1ccc(O)cc1. For the LUMO energy, the calculation gives -0.51 eV. The HOMO-LUMO gap comes out at 8.7938 eV.

```
! RIJCOSX wB97M-V def2-TZVPD def2/J DEFGRID3
* xyz 0 1
C -0.7421 1.2594 0.8116
C 0.2247 0.4304 1.4080
C 0.8704 -0.5435 0.6874
C 0.4262 -0.6153 -0.6103
C -0.4957 0.1297 -1.2970
C -1.2015 1.0819 -0.4736
H -1.8505 2.5856 1.1464
H 0.3320 0.5590 2.6936
H 1.5491 -0.9845 1.1154
H -0.7232 -0.1330 -2.5133
H -1.9152 1.6945 -0.7734
N 1.0056 -1.6398 -1.5505
O -1.3597 2.2546 1.6775
O 1.4942 -2.5920 -0.9240
*
```

=====

Model b:
Formula: C6H5NO2
Source: the OMol25 dataset
Level of theory: ωB97M-V/def2-TZVPD

For the LUMO energy (alpha / beta), the calculation gives -0.69 / -0.69 eV. The HOMO-LUMO gap (alpha / beta) comes out at 8.6140 / 8.6157 eV.

```
! RIJCOSX wB97M-V def2-TZVPD def2/J DEFGRID3
* xyz 0 1
C 1.7411 0.0057 -0.0682
C 1.0847 -1.2617 -0.3052
C 1.1120 1.1465 0.2312
C -0.2063 -1.4870 -0.2574
C -0.3496 1.3177 0.2797
C -1.2660 0.2117 0.0391
N -2.3280 -0.3704 0.6566
O -3.4080 -0.4448 0.0654
O -1.0829 1.1322 -0.9433
H 2.8205 -0.0053 -0.1121
H 1.7401 -2.1048 -0.5099
H 1.6807 2.0404 0.4381
H -0.8307 -2.3418 -0.3788
H -0.7076 2.1617 0.8648
*
```

=====

Stability ranking, top and bottom: model a is the most stable and model b is the least stable.

=====

Model a:
Formula: C48H125N7O15
Source: the OMol25 dataset
Level of theory: ωB97M-V/def2-TZVPD

As for the SMILES: COC[C@H](C)N.COC[C@H](C)N.COC[C@H](C)N.COCCNCCOC.COCCNCCOC.COCCNCCOC.COCCNCCOC.CC(C)O.CC(C)O.CC(C)O.CC(C)O. For the LUMO energy, the calculation gives 0.44 eV. The HOMO-LUMO gap comes out at 8.8284 eV.

```
! RIJCOSX wB97M-V def2-TZVPD def2/J DEFGRID3
* xyz 0 1
C 0.8792 1.8466 0.7004
O 0.9963 1.5088 2.0861
C -0.0778 1.8495 2.9395
C -1.1473 0.7624 2.9695
N -0.5088 -0.5383 3.1800
C -1.2600 -1.7555 2.7564
C -0.2766 -2.9302 2.4892
O 0.1561 -3.1142 1.1662
C 0.7213 -2.0246 0.5880
H 0.1603 1.1640 0.2472
H 1.8556 1.7701 0.2222
H 0.4885 2.8583 0.5905
H -0.4076 2.8724 2.7582
H 0.3929 1.9769 3.9144
H -1.6883 0.9725 2.0469
H -1.8987 0.9477 3.7371
H 0.2613 -0.5431 2.5265
H -1.8621 -1.6162 1.8585
H -2.0298 -1.8758 3.5186
H -0.8611 -3.8271 2.6942
H 0.4962 -3.0221 3.2524
H 1.4710 -1.5935 1.2515
H 0.0706 -1.1836 0.3482
H 1.3031 -2.3512 -0.2740
C 5.0537 -0.0177 -5.6372
O 3.6915 0.2876 -5.5737
C 3.0634 0.2653 -6.8779
C 1.5720 0.4437 -6.7511
N 0.7744 -0.7204 -6.3395
C 1.2979 -1.2733 -5.0491
C 1.0297 -0.3521 -3.9064
O 1.4875 -0.9176 -2.7207
C 2.8665 -0.5776 -2.4680
H 5.0589 -1.0646 -5.9407
H 5.5961 -0.0025 -4.6919
H 5.5837 0.6062 -6.3568
H 3.3051 -0.6727 -7.3777
H 3.4649 1.0268 -7.5465
H 1.1209 0.7707 -7.6879
H 1.3216 1.2641 -6.0785
H 0.8549 -1.4244 -7.0592
H 2.3593 -1.4842 -5.1799
H 0.8994 -2.2510 -4.7780
H -0.0477 -0.1893 -3.8773
H 1.4333 0.6472 -4.0693
H 3.0390 -0.8594 -1.4292
H 2.9332 0.5033 -2.5921
H 3.5403 -1.0381 -3.1904
C -1.1444 1.9734 -2.5261
O -2.1164 1.0101 -2.9315
C -2.7761 0.3872 -1.8465
C -3.5065 -0.8463 -2.4403
N -4.6640 -0.4877 -3.2351
C -5.1854 -1.4990 -4.1148
C -6.3402 -0.8706 -4.9628
O -5.8486 0.0876 -5.9291
C -6.8798 0.4413 -6.8580
H -0.2816 1.4236 -2.1502
H -1.6126 2.6643 -1.8250
H -0.7305 2.5040 -3.3836
H -3.5286 1.0158 -1.3703
H -2.0925 -0.0195 -1.1012
H -3.8943 -1.4998 -1.6589
H -2.6877 -1.3232 -2.9791
H -4.3898 0.3197 -3.7763
H -5.4615 -2.4341 -3.6275
H -4.3867 -1.8051 -4.7904
H -7.1034 -0.3377 -4.3957
H -6.9637 -1.6147 -5.4584
H -7.5397 1.0165 -6.2085
H -7.4118 -0.3876 -7.3248
H -6.6524 1.1441 -7.6595
C -3.0667 -0.2556 6.3581
O -2.1869 0.2654 7.3756
C -1.0153 0.6980 6.7851
C -0.0721 -0.5011 6.5601
N 1.2842 -0.1041 6.2113
C 2.1412 -1.3140 6.2732
C 3.6322 -0.9362 5.8932
O 3.7458 -0.3231 4.5815
C 3.4526 -1.2135 3.4870
H -3.3314 0.3395 5.4841
H -4.0403 -0.4850 6.7912
H -2.6360 -1.1923 6.0044
H -0.5208 1.3030 7.5452
H -1.0984 1.1934 5.8177
H -0.4720 -1.1674 5.7957
H -0.0395 -0.9325 7.5606
H 1.3237 0.1999 5.2490
H 1.8376 -1.9881 5.4722
H 2.1261 -1.8324 7.2319
H 4.3759 -1.7253 6.0036
H 3.9902 -0.0544 6.4245
H 4.1758 -2.0287 3.5094
H 3.6381 -0.6803 2.5546
H 2.4448 -1.6201 3.4027
C -3.7481 -6.0541 1.6055
C -3.8118 -4.5206 1.5963
C -4.2417 -3.9826 0.2259
O -3.4325 -4.3878 -0.9187
C -2.0799 -3.9704 -0.7969
N -4.7674 -4.0266 2.5736
H -4.6107 -6.6296 1.2696
H -3.7039 -6.4004 2.6380
H -2.8879 -6.4798 1.0889
H -2.8099 -4.1477 1.8092
H -4.2101 -2.8941 0.1789
H -5.2605 -4.2619 -0.0427
H -1.4830 -3.9777 -1.7089
H -1.5380 -4.5272 -0.0324
H -1.9851 -2.9524 -0.4192
H -5.1588 -3.1682 2.2129
H -5.5318 -4.6863 2.5958
C 1.2511 -5.3954 -1.1267
C 1.6242 -5.5011 -2.5955
C 3.0149 -4.8129 -2.9030
O 3.1512 -4.9103 -4.3346
C 4.1179 -4.0273 -4.8910
N 1.7681 -6.9286 -2.8391
H 0.2764 -5.8293 -0.9035
H 1.1621 -4.3228 -0.9543
H 2.1097 -5.7121 -0.5346
H 0.8102 -5.1155 -3.2094
H 3.9453 -5.2952 -2.6033
H 2.8565 -3.8049 -2.5198
H 5.1620 -4.2670 -4.6897
H 3.9886 -2.9792 -4.6212
H 3.9557 -4.0126 -5.9688
H 2.5853 -7.2176 -2.3207
H 1.9970 -7.0176 -3.8188
C 2.3960 3.2423 -4.1356
C 2.9891 4.2102 -3.1571
C 2.3025 5.5661 -3.1339
O 2.3517 6.1081 -4.4888
C 1.7957 7.3789 -4.6342
N 2.8668 3.5614 -1.8647
H 1.3505 2.9715 -3.9884
H 3.0361 2.3718 -4.2790
H 2.3932 3.7191 -5.1158
H 4.0290 4.4052 -3.4189
H 2.6912 6.3062 -2.4344
H 1.2387 5.4106 -2.9541
H 0.7613 7.4059 -4.2916
H 1.9380 7.7596 -5.6456
H 2.3160 8.0282 -3.9301
H 3.4988 2.7774 -1.7877
H 3.1612 4.2488 -1.1858
C 4.9865 1.2429 0.2565
C 5.7316 2.1055 -0.7099
C 7.2359 2.2030 -0.5622
O 5.4289 1.7264 -2.0250
H 4.8212 0.2410 -0.1397
H 3.9811 1.6470 0.3746
H 5.4169 1.3300 1.2541
H 5.2834 3.0890 -0.5686
H 7.7850 2.9444 -1.1428
H 7.5836 1.1794 -0.7009
H 7.5369 2.4960 0.4436
H 5.9717 2.2868 -2.5845
C -3.0133 5.1392 2.6274
C -3.6832 3.8444 2.1569
C -3.1243 3.2752 0.9259
O -3.4593 2.7951 3.0557
H -1.9275 5.0876 2.7080
H -3.4571 5.4862 3.5605
H -3.2749 5.9575 1.9566
H -4.7680 3.8864 2.0587
H -3.6650 2.3774 0.6268
H -2.0651 3.0351 1.0189
H -3.2347 4.0800 0.1991
H -4.0466 2.9709 3.7945
C -1.9439 -4.3054 6.0735
C -3.4550 -4.1790 5.9710
C -3.9860 -3.8065 7.3482
O -3.8113 -3.1893 5.0491
H -1.4648 -3.3406 6.2396
H -1.5302 -4.6349 5.1204
H -1.6216 -5.0220 6.8289
H -3.8839 -5.1261 5.6435
H -3.5276 -4.1802 8.2638
H -4.9476 -4.3183 7.3089
H -4.1001 -2.7232 7.3860
H -4.0790 -3.5117 4.1854
C -0.2948 7.9874 2.9334
C 1.0863 7.2718 2.7299
C 1.0988 5.8034 3.1149
O 1.3652 7.3327 1.4001
H -0.4856 8.8629 2.3128
H -0.4549 8.1444 4.0001
H -1.1419 7.3439 2.6959
H 1.7522 7.8553 3.3657
H 0.5541 5.2425 2.3555
H 0.6778 5.5479 4.0873
H 2.1039 5.3830 3.0813
H 1.3912 8.2498 1.1177
*
```

=====

Model b:
Formula: C48H125N7O15
Source: the OMol25 dataset
Level of theory: ωB97M-V/def2-TZVPD

As for the SMILES: COC[C@H](C)N.COC[C@H](C)N.COC[C@H](C)N.COCCNCCOC.COCCNCCOC.COCCNCCOC.COCCNCCOC.CC(C)O.CC(C)O.CC(C)O.CC(C)O. For the LUMO energy, the calculation gives 0.47 eV. The HOMO-LUMO gap comes out at 8.9765 eV.

```
! RIJCOSX wB97M-V def2-TZVPD def2/J DEFGRID3
* xyz 0 1
C -1.0470 2.2344 7.8947
O -1.3797 0.8800 7.7266
C -0.3382 0.0186 8.1326
C -0.6936 -1.3992 7.7884
N -0.6112 -1.6428 6.3400
C -0.8052 -3.0442 5.9803
C -1.0128 -3.1930 4.5022
O -2.2303 -2.5761 4.1593
C -2.5185 -2.6215 2.7863
H -0.1199 2.5039 7.3748
H -0.9882 2.5147 8.9520
H -1.8530 2.8138 7.4418
H -0.1434 0.0969 9.2104
H 0.5779 0.3011 7.5911
H -1.7219 -1.6140 8.1277
H -0.1047 -2.1296 8.3491
H -1.3840 -1.1058 5.9581
H -1.6425 -3.5041 6.5240
H 0.1031 -3.5895 6.2570
H -1.0473 -4.2557 4.2129
H -0.1748 -2.7716 3.9288
H -2.3837 -3.6408 2.3945
H -1.8432 -1.9851 2.1971
H -3.5460 -2.3059 2.6280
C -0.5052 -1.4711 -3.5590
O 0.0489 -0.7982 -2.4447
C -0.7721 0.2761 -2.0085
C -0.1255 0.9882 -0.8489
N -0.4718 0.3777 0.4347
C 0.3630 0.8995 1.5014
C -0.1780 0.5018 2.8458
O -1.4570 1.0998 3.0365
C -1.9169 0.8946 4.3462
H -0.2335 -0.9133 -4.4663
H -1.5835 -1.6064 -3.4946
H 0.0402 -2.4084 -3.6789
H -1.7366 -0.1816 -1.7334
H -0.9816 0.9865 -2.8197
H -0.4510 2.0320 -0.8531
H 0.9695 0.9899 -0.9862
H -0.4160 -0.6328 0.3378
H 0.3350 1.9911 1.4484
H 1.4127 0.5832 1.3990
H 0.4555 0.8421 3.6691
H -0.2493 -0.5938 2.9283
H -2.8733 1.4036 4.4758
H -1.1829 1.1974 5.0972
H -2.1740 -0.1672 4.4584
C 1.5545 4.5229 -1.9440
O 1.1155 4.3089 -0.6296
C 0.4216 5.4328 -0.1173
C -0.2593 5.0141 1.1571
N 0.7293 4.7967 2.1992
C 0.1078 4.2877 3.4145
C 1.1573 3.7950 4.3860
O 1.8938 2.7742 3.7624
C 2.9649 2.3074 4.5402
H 2.1269 5.4591 -2.0119
H 0.7052 4.5925 -2.6344
H 2.2234 3.7186 -2.2415
H -0.2712 5.8267 -0.8726
H 1.1415 6.2317 0.1127
H -0.8824 4.1274 0.9435
H -0.9623 5.7997 1.4553
H 1.4076 4.1375 1.8310
H -0.5843 3.4627 3.1784
H -0.4627 5.1023 3.8665
H 0.6865 3.4770 5.3250
H 1.8090 4.6616 4.5799
H 2.6141 1.6002 5.3033
H 3.5532 3.1107 4.9977
H 3.6476 1.7485 3.8967
C 9.4257 -0.7325 1.5305
O 8.8029 -0.5628 0.2911
C 9.4447 -1.3072 -0.7332
C 8.7880 -1.0161 -2.0564
N 7.4683 -1.5939 -2.1252
C 6.7119 -1.1264 -3.2677
C 5.2535 -1.5224 -3.1478
O 4.5599 -0.9860 -4.2431
C 3.1772 -1.1416 -4.1200
H 9.4031 -1.7981 1.8187
H 8.8382 -0.2155 2.2854
H 10.4682 -0.3999 1.5213
H 9.2994 -2.3731 -0.4929
H 10.5211 -1.1023 -0.7192
H 9.4574 -1.4996 -2.7823
H 8.8098 0.0613 -2.2742
H 6.9922 -1.4204 -1.2475
H 7.1224 -1.5656 -4.1806
H 6.7296 -0.0332 -3.3974
H 4.8557 -1.1648 -2.1823
H 5.1154 -2.6148 -3.1058
H 2.6962 -0.7613 -5.0197
H 2.6695 -0.6486 -3.2804
H 2.9471 -2.2183 -4.0481
C -5.2922 1.6569 1.8491
C -4.3504 0.7782 1.0542
C -5.0058 0.1840 -0.1744
O -6.0100 -0.7074 0.2550
C -6.9332 -1.0296 -0.7521
N -3.1497 1.5702 0.7069
H -4.8885 1.8748 2.8396
H -6.2719 1.1985 1.9866
H -5.4388 2.5932 1.3036
H -4.0041 -0.0916 1.6336
H -4.2564 -0.3877 -0.7480
H -5.3998 0.9799 -0.8190
H -7.6382 -1.7501 -0.3479
H -6.4296 -1.3988 -1.6551
H -7.5153 -0.1417 -1.0470
H -2.3640 0.9557 0.4547
H -2.8038 1.8596 1.6239
C -5.0019 1.9822 -5.6310
C -5.1501 0.7992 -4.6789
C -3.8280 0.1311 -4.2972
O -3.1087 -0.3337 -5.4155
C -3.4039 -1.6618 -5.7661
N -5.9371 1.1991 -3.5203
H -4.0185 2.4460 -5.5436
H -5.7428 2.7552 -5.4399
H -5.1150 1.6492 -6.6623
H -5.6922 0.0141 -5.2232
H -4.0562 -0.6776 -3.5837
H -3.1996 0.8423 -3.7451
H -4.4330 -1.7867 -6.1121
H -3.2170 -2.3235 -4.9074
H -2.7020 -1.9605 -6.5429
H -5.3519 1.8706 -3.0132
H -6.0864 0.4812 -2.8203
C -1.8115 -6.3392 -5.4092
C -0.6561 -5.7173 -4.6106
C -1.1064 -5.4343 -3.1872
O -1.9781 -4.3390 -3.1456
C -2.3328 -4.0708 -1.7978
N 0.4956 -6.6180 -4.6696
H -2.5364 -5.5464 -5.6136
H -2.3289 -7.1016 -4.8235
H -1.4961 -6.7443 -6.3687
H -0.3845 -4.7874 -5.1188
H -0.2169 -5.2510 -2.5573
H -1.5749 -6.3465 -2.7836
H -1.4534 -3.8247 -1.1996
H -2.8788 -4.9168 -1.3654
H -3.0382 -3.2381 -1.8232
H 0.2102 -7.5886 -4.5959
H 1.1293 -6.4685 -3.8898
C -3.1365 4.2336 -3.3837
C -2.9183 3.9173 -1.9162
C -3.2135 5.1290 -1.0295
O -3.8259 2.8664 -1.6089
H -3.0064 3.3387 -3.9835
H -2.4831 5.0317 -3.7464
H -4.1446 4.6337 -3.5243
H -1.8881 3.5525 -1.7822
H -3.3551 4.8142 0.0051
H -4.1355 5.6161 -1.3478
H -2.3782 5.8313 -1.1054
H -3.6143 2.5136 -0.7042
C 1.3745 1.7768 -5.1922
C 0.7257 2.7946 -6.1143
C -0.6949 3.0916 -5.6956
O 1.4421 4.0319 -6.1397
H 1.5187 2.1595 -4.1798
H 2.4054 1.5647 -5.5054
H 0.8097 0.8466 -5.2124
H 0.7268 2.3646 -7.1255
H -0.6909 3.6125 -4.7330
H -1.3012 2.2030 -5.5126
H -1.1506 3.7403 -6.4431
H 2.3274 3.8512 -6.4689
C 2.8792 -2.3235 6.9789
C 3.0612 -1.3278 5.8603
C 4.0922 -1.7720 4.8679
O 1.8451 -1.1093 5.1594
H 2.1144 -2.0128 7.6908
H 3.8085 -2.4867 7.5410
H 2.6859 -3.3391 6.6162
H 3.4068 -0.3642 6.2659
H 3.8817 -2.7526 4.4311
H 5.0768 -1.8215 5.3399
H 4.1568 -1.0886 4.0181
H 1.0502 -1.1861 5.7372
C 2.7151 -1.8730 -0.3891
C 1.6901 -2.8487 0.1663
C 1.7790 -3.0240 1.6616
O 0.3589 -2.3227 -0.0486
H 2.5316 -0.8713 0.0090
H 2.6305 -1.7809 -1.4741
H 3.7264 -2.2016 -0.1435
H 1.7805 -3.8016 -0.3678
H 1.0723 -3.7979 1.9662
H 1.5580 -2.0909 2.1813
H 2.7709 -3.3422 1.9920
H 0.2851 -2.0426 -0.9759
*
```

=====

Stability ranking, top and bottom: model b is the most stable and model a is the least stable.

=====

Model a:
Formula: C3H4NO3
Source: the OMol25 dataset
Level of theory: ωB97M-V/def2-TZVPD

As for the expectation value of S²: 2.02. For the LUMO energy (alpha / beta), the calculation gives 3.99 / 0.87 eV. The HOMO-LUMO gap (alpha / beta) comes out at 2.9873 / 5.2333 eV.

```
! RIJCOSX wB97M-V def2-TZVPD def2/J DEFGRID3
* xyz -1 3
C -2.3061 0.4609 0.3942
C -0.4444 -1.0163 0.1158
C 1.9431 0.3093 -0.3192
N -1.5821 -0.6454 0.5885
O -2.4512 1.1449 -0.5969
O 0.1503 -1.9325 -0.2976
O 0.6759 0.3147 0.1516
H -2.9527 0.5805 1.3647
H 2.6229 0.2316 0.4969
H 2.2443 1.1991 -0.9803
H 2.1001 -0.6467 -0.9177
*
```

=====

Model b:
Formula: C3H4NO3
Source: the OMol25 dataset
Level of theory: ωB97M-V/def2-TZVPD

As for the expectation value of S²: 2.02. For the LUMO energy (alpha / beta), the calculation gives 4.05 / 3.05 eV. The HOMO-LUMO gap (alpha / beta) comes out at 5.5119 / 7.2294 eV.

```
! RIJCOSX wB97M-V def2-TZVPD def2/J DEFGRID3
* xyz -1 3
C 0.8042 -0.7247 0.7285
C -1.5500 -0.4367 0.2195
C -0.2313 0.0661 0.1975
N 0.0336 1.3159 -0.3729
O 1.4290 1.1152 -1.3931
O -2.5662 0.0710 -0.2674
O 2.0288 -0.5282 0.6632
H 0.4517 -1.6709 1.1978
H -1.6484 -1.3867 0.8010
H -0.6947 1.5440 -1.0487
H 1.9433 0.6350 -0.7254
*
```

=====

Stability ranking, top and bottom: model b is the most stable and model a is the least stable.

=====

Model a:
Formula: C6H11NO2
Source: the OMol25 dataset
Level of theory: ωB97M-V/def2-TZVPD

As for the SMILES: [H]/N=C(/CO)CC(=C)CO. For the LUMO energy, the calculation gives 0.64 eV. The HOMO-LUMO gap comes out at 10.1894 eV.

```
! RIJCOSX wB97M-V def2-TZVPD def2/J DEFGRID3
* xyz 0 1
C 0.0318 1.9907 0.5711
C -1.0747 -1.0597 0.1487
C 1.3455 -0.1394 -0.0131
C 0.6034 0.6686 1.0520
C 0.3372 -1.0136 -0.6785
C 0.4422 -1.6397 -1.8322
O -0.2224 2.0569 -0.8042
O -1.9542 -0.1484 -0.5103
N 0.6570 0.4474 2.3044
H -0.8748 1.3701 -1.0176
H -2.7904 -0.1258 -0.0369
H 1.2749 -0.3168 2.5738
H -0.8594 2.2151 1.1717
H 0.7789 2.7640 0.7784
H -1.4210 -2.0894 -0.0067
H -1.1366 -0.9652 1.2365
H 2.0998 -0.7657 0.4739
H 1.8034 0.5287 -0.7433
H -0.3911 -2.1812 -2.2543
H 1.3504 -1.5968 -2.4133
*
```

=====

Model b:
Formula: C6H11NO2
Source: the OMol25 dataset
Level of theory: ωB97M-V/def2-TZVPD

As for the SMILES: C=C(C)[C@@H](C)O.N=C=O. For the LUMO energy, the calculation gives 0.51 eV. The HOMO-LUMO gap comes out at 9.8333 eV.

```
! RIJCOSX wB97M-V def2-TZVPD def2/J DEFGRID3
* xyz 0 1
C -2.0273 -0.0253 0.2381
C 0.0984 -1.3612 -1.6098
C -0.5146 0.0932 0.3905
C 0.2337 -1.1116 -0.1373
C 1.0248 -1.8340 0.6427
O -0.2102 0.4210 1.7083
H -2.3174 -0.0992 -0.8079
H -2.4991 0.8409 0.6943
H -2.3740 -0.9131 0.7616
H 0.8106 -2.1140 -1.9393
H 0.2720 -0.4453 -2.1750
H -0.9051 -1.7150 -1.8472
H 1.0816 -1.6667 1.7062
H 1.5397 -2.7043 0.2688
N 1.4716 2.4921 0.8502
C 1.1389 2.5681 -0.3108
O 1.1717 2.6312 -1.4729
H 0.7197 0.8006 1.6969
H 1.4476 3.1589 1.5938
H -0.1627 0.9835 -0.2512
*
```

=====

Stability ranking, top and bottom: model b is the most stable and model a is the least stable.